No. 1
This record from the Open Molecules 2025 dataset describes C52H84N4O10S as an isolated structure. The level of theory is the ωB97M-V functional and the def2-TZVPD basis.

total energy: -3399.9370 Ha
net charge: 0
energy relative to the best compared isomer or geometry (same formula, charge and spin): 655.1 kcal/mol
orbital gap: 5.241 eV
F_max: 11.42 eV/A

CARTESIAN COORDINATES (ANGSTROEM)
C1 23.875162 -15.502005 -9.168866
C2 24.027406 -14.173658 -9.568967
C3 24.528080 -13.923870 -10.849491
C4 24.941217 -14.950933 -11.698110
C5 24.692392 -16.257201 -11.248348
C6 24.176734 -16.574401 -9.988426
N1 25.594278 -14.706912 -13.006233
O1 25.814068 -15.724187 -13.731456
O2 25.921479 -13.566216 -13.307416
H1 23.465773 -15.553527 -8.170789
H2 23.750822 -13.375027 -8.896590
H3 24.617172 -12.901877 -11.187132
H4 24.900385 -17.100534 -11.890158
H5 23.905357 -17.583576 -9.715806
C7 27.392153 -19.180230 -11.539109
C8 28.003446 -18.052143 -12.158251
C9 27.761401 -16.791172 -11.561311
C10 26.981469 -16.666489 -10.348700
C11 26.420647 -17.798512 -9.793618
C12 26.559757 -19.066865 -10.434048
N2 26.932155 -15.343219 -9.641236
O3 26.257832 -15.252271 -8.627237
O4 27.496132 -14.385858 -10.132543
H6 27.364567 -20.128978 -12.054404
H7 28.380869 -18.151534 -13.165261
H8 28.206070 -15.902120 -11.983541
H9 25.913737 -17.715295 -8.843597
H10 26.087156 -19.962561 -10.058840
C13 23.855941 -13.373867 -15.985216
C14 24.627384 -12.705911 -15.018990
C15 23.978048 -11.701781 -14.226038
C16 22.643240 -11.346151 -14.533578
C17 21.916991 -11.985679 -15.557302
C18 22.504080 -13.101706 -16.172970
N3 22.004578 -10.161490 -13.836626
O5 20.869857 -9.813669 -14.187301
O6 22.697164 -9.636360 -12.933462
H11 24.359358 -14.175062 -16.505838
H12 25.594653 -13.082196 -14.720314
H13 24.527359 -11.266421 -13.404374
H14 20.877558 -11.738278 -15.714675
H15 21.869409 -13.664795 -16.841201
C19 29.041735 -14.041097 -12.276900
C20 28.194577 -13.216074 -13.050889
C21 28.654796 -12.680536 -14.269356
C22 29.966679 -12.940917 -14.686852
C23 30.839421 -13.683021 -13.906578
C24 30.355833 -14.247601 -12.719435
N4 30.404766 -12.415794 -16.006606
O7 31.532296 -12.685912 -16.400584
O8 29.627901 -11.741502 -16.692852
H16 28.617689 -14.578585 -11.441623
H17 27.162580 -12.996720 -12.820107
H18 28.022907 -12.062615 -14.890086
H19 31.863986 -13.762233 -14.238849
H20 31.077462 -14.836570 -12.172839
C25 30.334053 -13.653822 -18.713062
C26 30.069101 -14.880756 -17.860586
C27 31.385488 -15.623998 -17.447296
C28 31.209397 -16.518885 -16.210439
C29 30.070425 -17.511676 -16.405995
C30 29.721323 -18.395961 -15.191975
H21 29.351721 -13.270774 -18.989491
H22 30.865550 -13.994777 -19.601524
H23 30.929946 -12.880690 -18.228017
H24 29.471813 -14.520622 -17.022933
H25 29.389745 -15.552662 -18.385107
H26 32.197357 -14.949733 -17.174675
H27 31.696347 -16.161388 -18.343218
H28 32.083797 -17.102394 -15.922262
H29 30.994948 -15.764587 -15.453386
H30 29.159203 -17.009004 -16.730178
H31 30.276337 -18.116784 -17.288908
H32 30.596400 -18.967746 -14.883111
H33 29.384025 -18.014885 -14.228057
H34 29.009662 -19.180757 -15.448365
C31 26.285778 -11.890460 -18.420645
C32 27.305956 -12.908010 -17.814535
C33 26.643013 -13.696822 -16.632468
C34 27.670201 -14.680482 -15.927945
C35 27.077598 -15.373414 -14.670702
C36 27.716430 -16.712068 -14.294086
H35 26.694607 -11.510560 -19.356921
H36 25.963976 -11.146677 -17.691716
H37 25.352613 -12.419046 -18.615330
H38 27.576180 -13.658995 -18.556893
H39 28.246242 -12.500891 -17.442764
H40 25.834326 -14.259543 -17.098807
H41 26.238776 -13.078771 -15.830786
H42 27.928179 -15.440944 -16.665002
H43 28.551161 -14.101984 -15.649821
H44 27.125259 -14.746998 -13.779955
H45 25.995087 -15.399173 -14.795665
H46 27.684229 -17.421700 -15.120819
H47 28.709706 -16.666305 -13.847530
H48 27.054349 -17.118761 -13.529662
C37 28.282415 -13.542604 -21.999764
C38 27.674044 -12.408379 -21.139131
C39 28.596974 -11.919073 -19.928059
C40 30.134290 -11.804045 -20.195453
C41 30.931652 -11.221889 -18.990783
C42 32.430064 -11.097325 -19.233299
H49 27.631047 -13.661036 -22.865677
H50 28.509143 -14.488106 -21.507105
H51 29.227469 -13.255756 -22.460952
H52 27.498961 -11.535720 -21.768337
H53 26.679020 -12.631047 -20.753868
H54 28.514780 -12.659391 -19.132277
H55 28.180403 -10.965380 -19.603975
H56 30.548342 -12.751119 -20.541440
H57 30.323901 -11.014668 -20.922808
H58 30.615632 -10.251987 -18.606709
H59 30.854185 -11.873395 -18.120358
H60 32.546691 -10.283275 -19.948715
H61 32.923433 -10.826989 -18.299699
H62 32.819413 -12.043786 -19.608417
C43 27.065816 -21.076293 -17.279960
C44 27.429185 -20.108649 -16.165354
C45 27.280219 -18.666109 -16.657223
C46 25.768933 -18.290718 -16.937638
C47 25.585150 -16.732331 -17.048987
C48 26.388873 -15.978664 -18.064277
H63 26.117975 -21.000699 -17.812858
H64 27.066565 -22.102026 -16.911231
H65 27.902500 -21.225894 -17.962359
H66 26.803280 -20.284055 -15.290384
H67 28.448653 -20.258197 -15.809797
H68 27.863366 -18.418855 -17.544298
H69 27.678155 -17.925262 -15.963757
H70 25.424057 -18.726866 -17.875152
H71 25.086066 -18.517310 -16.118826
H72 24.562816 -16.409387 -17.245558
H73 25.691510 -16.242077 -16.081289
H74 26.403090 -16.527551 -19.005874
H75 25.990782 -14.982217 -18.255900
H76 27.435200 -15.854986 -17.785007
C49 24.549053 -9.692487 -16.373135
C50 23.300003 -10.413270 -16.940190
C51 23.158661 -10.197034 -18.454673
S1 23.580946 -8.414089 -18.684583
O9 22.395495 -7.642822 -18.253867
O10 24.393009 -8.079222 -19.856901
C52 24.724273 -8.391464 -17.182110
H77 25.499257 -10.222280 -16.440337
H78 24.450175 -9.342850 -15.345479
H79 22.418256 -10.084777 -16.390008
H80 23.386283 -11.472379 -16.697380
H81 22.176713 -10.519579 -18.800836
H82 23.982805 -10.755331 -18.898756
H83 24.634961 -7.437126 -16.663115
H84 25.755673 -8.318921 -17.527179

Cartesian forces (eV/Å) of the 6 atoms listed first:
-0.9095 0.6236 0.6946
0.2337 -0.7204 -1.7131
0.0973 1.1658 0.0667
0.8495 -1.3161 0.0617
-0.7392 -0.4837 -0.8247
-1.5221 1.8805 -0.8052

Atom charges from the Mulliken analysis, given in e for atoms 1 to 2: atom 1 (C): -0.556, atom 2 (C): -1.024


No. 2
This record from the Open Molecules 2025 dataset describes a 10-piece molecular cluster, C52H90F12N12O8 overall. The level of theory is the ωB97M-V functional and the def2-TZVPD basis.

total energy: -4492.0671 Ha
net charge: +2
energy relative to the best compared isomer or geometry (same formula, charge and spin): 4.8 kcal/mol
orbital gap: 6.948 eV
F_max: 4.63 eV/A

CARTESIAN COORDINATES (ANGSTROEM)
C1 16.193826 19.793472 10.915074
C2 17.133635 18.561462 10.825444
N1 18.499183 18.887006 11.172668
C3 19.136653 18.332647 12.166645
C4 20.322759 18.981910 12.247648
N2 20.395275 19.902130 11.233937
C5 19.232697 19.837710 10.572610
C6 21.282980 21.081241 11.079099
H1 16.090907 20.018074 11.947728
H2 15.207378 19.506237 10.604972
H3 16.453539 20.749688 10.435601
H4 17.171246 18.175204 9.815667
H5 16.739366 17.761778 11.428134
H6 18.803303 17.507595 12.795496
H7 21.078164 18.763249 12.975052
H8 18.934163 20.369613 9.702542
H9 21.312706 21.665259 12.012437
H10 20.844034 21.664839 10.285609
H11 22.323585 20.808462 10.835358
C7 16.159882 20.380320 15.525278
C8 15.291083 19.176039 15.891551
N3 14.803442 18.568774 14.686798
C9 15.441188 17.499751 14.142037
C10 14.729041 17.221740 13.028153
N4 13.751814 18.154824 12.880356
C11 13.754728 18.908269 13.944496
C12 12.763909 18.217668 11.824190
H12 15.468055 21.015984 14.949593
H13 17.049587 19.883974 15.135161
H14 16.360401 20.984875 16.431071
H15 14.428332 19.380074 16.537946
H16 15.917475 18.505281 16.507035
H17 16.317884 17.122559 14.577688
H18 15.026826 16.637912 12.217714
H19 13.177915 19.803789 14.177111
H20 12.457838 19.201143 11.581658
H21 11.931298 17.558225 12.128307
H22 13.155335 17.731806 10.963775
C13 23.150658 14.009898 11.783046
C14 21.899319 13.107329 11.802072
N5 20.854513 13.543457 10.850937
C15 20.094696 14.677672 10.966970
C16 19.248905 14.673141 9.941048
N6 19.594578 13.611179 9.125844
C17 20.600429 12.881628 9.643612
C18 18.877913 13.379001 7.841091
H23 23.515229 14.089542 10.774993
H24 23.793096 13.657083 12.525262
H25 22.803367 15.051049 12.000346
H26 21.460178 12.983406 12.780106
H27 22.122257 12.110190 11.423741
H28 19.983531 15.192839 11.834659
H29 18.511326 15.369832 9.610792
H30 21.042860 11.988120 9.245565
H31 17.861239 13.748929 8.031149
H32 18.823086 12.343102 7.616062
H33 19.375426 13.919482 7.045178
C19 17.012978 6.103048 16.886774
C20 18.256787 6.098539 17.789687
N7 19.171934 7.303542 17.517078
C21 20.046229 7.471717 16.524167
C22 20.712597 8.644962 16.775274
N8 20.161893 9.113596 17.976596
C23 19.204654 8.269774 18.401096
C24 20.387763 10.396605 18.695750
H34 16.276556 6.750053 17.272202
H35 16.539627 5.120003 16.732899
H36 17.330057 6.392691 15.948423
H37 18.938529 5.195997 17.722579
H38 17.990340 6.032410 18.830670
H39 20.198236 6.730003 15.776809
H40 21.390876 9.225645 16.286655
H41 8.520200 8.713072 17.300015
H42 19.380737 10.790868 18.929235
H43 21.015812 10.975716 18.047066
H44 20.993317 10.132330 19.612007
C25 14.330042 13.576504 14.074292
C26 13.159511 13.195989 14.886559
N9 12.026754 14.126946 14.785435
C27 10.879085 13.974932 14.094244
C28 10.076157 15.008551 14.264304
N10 10.839809 15.893276 15.035850
C29 11.998662 15.370916 15.368599
C30 10.352123 17.267351 15.226581
H45 14.111987 14.040752 13.114680
H46 14.888419 12.717946 13.802951
H47 14.964713 14.385776 14.430893
H48 13.314375 13.117782 15.922510
H49 12.749990 12.185174 14.526723
H50 10.555618 13.022071 13.623295
H51 9.065824 15.132899 13.904758
H52 12.921056 15.923613 15.988355
H53 9.321395 17.090506 15.286171
H54 10.652547 17.773004 14.304379
H55 10.707950 17.628452 16.194066
C31 8.845222 19.391378 24.060781
C32 10.004247 19.573998 23.082813
N11 10.743191 18.336701 22.872995
C33 10.214488 17.240841 22.256108
C34 11.205192 16.259075 22.237789
N12 12.307816 16.859819 22.827938
C35 11.978240 18.094765 23.222934
C36 13.666574 16.334601 23.050357
H56 8.192444 20.294737 24.056160
H57 9.238659 19.100621 25.076562
H58 8.194342 18.568495 23.680294
H59 10.686913 20.316643 23.383512
H60 9.624668 19.895635 22.120799
H61 9.163218 17.256045 21.900342
H62 11.226743 15.287161 21.734745
H63 12.672022 18.832431 23.620490
H64 14.223825 16.382274 22.146701
H65 13.639556 15.260523 23.297841
H66 14.214271 16.924751 23.827577
C37 15.595313 15.435321 9.957371
O1 16.696889 15.882063 9.003857
O2 14.645564 16.311439 10.202523
C38 15.041178 14.051257 9.490800
F1 14.331130 14.147132 8.354015
F2 15.956172 13.113140 9.197923
F3 14.253771 13.504350 10.454022
C39 16.175763 16.223789 7.732027
C40 17.157719 16.799460 6.763507
H67 16.657587 16.743213 5.777014
H68 17.560720 17.790497 6.945849
H69 18.102965 16.221221 6.682755
H70 15.319440 16.980652 7.864174
H71 15.720978 15.289158 7.306683
H72 16.364484 15.164917 10.815919
C41 19.173308 16.772919 15.485816
O3 20.389614 17.604091 15.737721
O4 18.224606 17.291832 14.763322
C42 19.769858 15.582313 14.758906
F4 18.871013 14.705843 14.356214
F5 20.430491 15.990969 13.632973
F6 20.674103 14.866325 15.528836
C43 20.072785 18.688538 16.621288
C44 21.418602 19.287786 17.193912
H73 22.155110 19.701063 16.452465
H74 21.204789 20.032569 17.928266
H75 21.960976 18.447063 17.619324
H76 19.426222 18.385435 17.373824
H77 19.627751 19.495087 15.983320
H78 18.886964 16.353446 16.531141
C45 14.011301 15.978850 18.213240
O5 14.708522 14.766943 18.102514
O6 13.652132 16.640122 17.119032
C46 12.706805 15.713350 19.048726
F7 11.811272 15.008485 18.405844
F8 12.963426 15.124495 20.291449
F9 12.125440 16.822301 19.509869
C47 16.075217 15.017755 17.777315
C48 16.645581 13.628599 17.421493
H79 17.643919 13.607508 17.053889
H80 16.457850 13.082875 18.349594
H81 16.052931 13.312809 16.600687
H82 16.648848 15.448830 18.573654
H83 16.125690 15.674812 16.933374
H84 14.601116 16.660851 18.809154
C49 8.232990 10.066680 18.611167
O7 8.321840 11.251331 17.870712
O8 7.902128 8.920630 17.961251
C50 9.617556 9.851395 19.243997
F10 9.612173 8.799588 20.123578
F11 10.412156 9.406431 18.268246
F12 10.082568 10.900307 19.919808
C51 7.244822 11.612104 16.986970
C52 7.413202 13.037088 16.743895
H85 8.412079 13.393393 16.506417
H86 6.668207 13.378285 16.003712
H87 7.123382 13.606338 17.610215
H88 6.262192 11.479101 17.427997
H89 7.392140 11.051080 16.063571
H90 7.554818 10.173878 19.435260

Cartesian forces (eV/Å) of the 6 atoms listed first:
0.4411 -0.4418 0.1455
-0.9524 1.1778 -1.8219
-1.7830 1.1319 -2.1466
1.9420 -0.9075 1.8323
1.0520 -0.4200 0.6353
-0.3919 0.7626 0.1219

Atom charges from the Mulliken analysis, given in e for atoms 1 to 2: atom 1 (C): -1.293, atom 2 (C): 0.603


Values of highest occupied orbital energy, in order: -6.89; -10.14, all in eV.